Formula: C40H99NO15S3
Source: OMol25
Level of theory: ωB97M-V with the def2-TZVPD basis set

XYZ file:
```
158
Properties=species:S:1:pos:R:3:forces:R:3
C 2.361 3.240 3.413 -0.1 -0.7 0.3
C 3.049 4.391 4.160 0.0 -1.9 -1.4
C 4.333 3.878 4.766 0.8 0.3 1.2
O 3.400 5.351 3.179 -0.3 1.1 0.2
H 1.468 3.548 2.870 0.0 0.1 0.1
H 2.145 2.390 4.061 -0.4 0.2 0.4
H 3.030 2.743 2.710 0.4 0.4 -0.4
H 2.320 4.793 4.864 0.4 0.5 0.0
H 4.289 3.113 5.542 -0.7 -0.2 -0.1
H 4.861 4.686 5.272 0.1 0.3 -0.2
H 5.011 3.484 4.009 -0.1 0.0 -0.3
H 3.913 4.894 2.509 0.1 -0.1 -0.1
C -1.159 -6.009 -4.557 -0.5 -1.0 -0.4
C -1.430 -4.594 -4.179 -1.6 -0.1 1.6
C -1.922 -4.303 -2.735 -0.6 -1.4 -0.6
O -0.242 -3.981 -4.202 3.2 2.9 -1.6
H -2.047 -6.635 -4.463 0.1 -0.2 -0.1
H -0.321 -6.445 -4.014 -0.2 0.0 0.5
H -0.796 -5.984 -5.584 -0.3 -0.2 -0.2
H -2.058 -4.140 -4.946 -0.3 0.1 0.1
H -1.128 -4.604 -2.050 0.1 0.1 0.0
H -2.753 -4.967 -2.495 -0.5 0.4 0.2
H -2.128 -3.244 -2.580 -0.2 -0.1 -0.1
H 0.329 -4.407 -3.559 0.5 0.0 0.3
C 3.432 -5.394 -1.368 0.2 0.8 0.3
C 2.319 -4.360 -1.679 3.7 -0.1 1.4
C 2.799 -3.206 -2.564 -0.4 0.2 -0.1
O 1.303 -4.992 -2.319 -2.1 -1.4 -1.2
H 3.785 -5.900 -2.267 -0.1 -0.2 0.1
H 3.119 -6.069 -0.571 -0.4 -0.5 -0.4
H 4.283 -4.912 -0.888 0.2 0.3 -0.3
H 2.002 -4.089 -0.672 -0.2 1.0 -0.1
H 1.978 -2.489 -2.580 0.2 0.2 -0.2
H 2.998 -3.522 -3.588 -0.4 -0.5 -0.1
H 3.724 -2.678 -2.329 -0.1 -0.1 0.9
H 1.368 -5.942 -2.204 0.0 -0.1 0.0
C -2.110 1.861 7.504 -0.4 1.1 -0.8
C -2.132 0.749 6.475 0.6 0.5 0.3
C -1.027 0.816 5.355 -0.5 -0.3 1.5
O -2.028 -0.429 7.277 0.6 -1.0 -0.9
H -1.249 1.870 8.172 -0.1 -0.3 -0.1
H -3.055 1.777 8.041 0.2 0.0 0.5
H -2.174 2.826 7.001 0.1 0.3 0.0
H -3.130 0.794 6.037 0.0 -0.2 -0.5
H -0.047 0.977 5.805 0.1 -0.3 0.2
H -1.134 1.670 4.686 -0.5 -0.1 -0.1
H -0.997 -0.132 4.817 -0.1 0.1 -0.2
H -2.815 -0.502 7.821 0.0 0.1 0.0
C -5.023 3.530 -1.043 1.2 1.3 -0.1
C -5.329 2.301 -1.842 0.6 1.0 -0.2
C -4.103 1.485 -2.252 -0.8 -0.4 -0.4
O -6.171 1.495 -1.067 -0.4 -1.4 0.3
H -5.860 4.020 -0.547 -0.2 -0.4 0.0
H -4.614 4.317 -1.678 0.1 0.0 -0.3
H -4.218 3.347 -0.331 -0.1 -0.1 0.4
H -5.799 2.617 -2.774 -0.4 -0.2 -0.1
H -4.522 0.710 -2.894 0.2 -0.4 0.0
H -3.596 0.996 -1.420 0.0 0.3 0.0
H -3.402 2.018 -2.894 0.0 0.3 0.3
H -7.082 1.797 -1.090 0.0 0.2 -0.1
C 2.004 0.318 -4.977 0.9 0.7 1.1
C 0.835 -0.504 -4.473 0.6 -0.2 -1.3
C -0.405 0.237 -4.568 -3.0 1.3 0.5
O 0.674 -1.550 -5.409 0.8 -0.8 -0.3
H 2.054 1.329 -4.571 -0.5 0.2 0.4
H 1.977 0.503 -6.051 -0.1 -0.6 -0.1
H 2.963 -0.075 -4.640 0.1 -0.5 -0.5
H 0.878 -0.902 -3.459 0.8 0.1 0.1
H -0.564 0.962 -3.770 0.3 0.4 0.0
H -1.236 -0.458 -4.452 -0.1 -0.3 0.1
H -0.613 0.675 -5.544 0.5 0.3 -0.1
H 0.327 -2.307 -4.932 -0.2 -0.7 0.0
C -4.213 1.231 3.180 -0.1 0.0 -0.3
C -5.608 1.004 2.656 -0.4 -0.3 0.9
C -6.391 2.229 2.354 -1.1 0.6 -0.6
O -5.596 0.262 1.488 0.8 -1.6 -1.4
H -4.184 1.899 4.042 0.0 0.0 0.0
H -3.696 1.680 2.332 0.5 0.1 0.2
H -3.772 0.269 3.439 0.2 0.1 0.0
H -6.175 0.331 3.299 0.0 0.3 0.7
H -7.272 1.871 1.822 -0.6 0.0 0.6
H -5.976 2.798 1.522 0.8 0.4 0.4
H -6.676 2.853 3.201 0.2 0.0 -0.1
H -5.490 0.817 0.712 -0.1 0.3 -0.4
C -4.901 -2.056 -1.349 0.2 1.6 -0.6
C -4.906 -2.970 -0.168 0.5 -0.1 1.0
C -3.617 -3.082 0.650 0.0 -0.9 -0.9
O -5.846 -2.513 0.760 -1.5 -0.5 0.1
H -4.548 -2.399 -2.322 0.2 -0.4 0.2
H -4.351 -1.147 -1.103 0.5 0.1 0.0
H -5.890 -1.625 -1.502 -0.3 -0.5 0.0
H -5.171 -3.967 -0.521 -0.3 -0.2 0.4
H -3.829 -3.604 1.583 -0.2 -0.1 -0.1
H -3.197 -2.120 0.943 0.1 0.1 -0.4
H -2.971 -3.724 0.051 0.9 0.3 0.2
H -5.612 -1.613 0.999 -0.1 0.5 0.2
C 4.763 0.501 0.070 0.9 0.6 -1.6
C 5.025 1.326 -1.262 -1.1 -0.9 1.4
C 5.049 0.497 -2.563 1.2 0.6 1.5
O 6.072 -0.482 -2.560 0.1 -0.6 0.0
C 6.144 -1.109 -3.832 -0.3 0.5 -0.4
N 3.919 2.306 -1.397 0.6 -0.4 -0.1
H 3.717 0.295 0.296 0.0 0.1 -0.2
H 5.242 1.102 0.843 -0.3 -0.3 0.3
H 5.299 -0.436 -0.080 0.0 -0.1 0.4
H 5.969 1.839 -1.073 0.1 0.1 -0.5
H 5.330 1.271 -3.278 -0.5 -0.2 -0.9
H 4.058 0.058 -2.679 -0.1 0.0 -0.5
H 5.215 -1.632 -4.058 -0.2 0.0 -0.1
H 6.959 -1.814 -3.999 0.2 0.0 0.9
H 6.301 -0.331 -4.579 -0.2 0.1 -0.3
H 3.131 1.702 -1.580 -0.7 0.1 0.3
H 4.038 2.755 -2.294 0.2 0.5 -0.3
C -1.677 0.360 0.275 -0.5 0.6 -0.3
C -0.872 0.623 1.506 1.8 -1.5 1.3
C 0.629 0.834 1.148 -0.3 1.6 -1.2
S 0.864 -0.100 -0.437 -0.3 -2.2 2.8
O 1.690 -1.302 -0.101 -1.0 2.0 -1.2
O 1.218 0.805 -1.515 -0.1 -0.5 0.2
C -0.926 -0.673 -0.513 1.3 -0.1 -0.9
H -1.792 1.289 -0.283 0.0 0.0 -0.2
H -2.668 0.010 0.564 -0.1 -0.1 -0.1
H -0.737 -0.330 2.016 -0.6 -0.5 0.2
H -1.366 1.199 2.289 0.5 0.8 -0.5
H 1.374 0.597 1.908 -0.2 -0.7 -0.1
H 0.875 1.848 0.833 -0.3 0.3 0.0
H -0.945 -1.664 -0.061 0.2 0.1 0.2
H -1.161 -0.820 -1.567 -0.2 0.4 -0.1
C 1.070 4.514 -3.661 -1.4 0.7 0.9
C 1.768 5.526 -2.679 -0.3 -0.7 0.5
C 1.375 5.136 -1.214 -0.4 0.2 -1.4
S -0.412 4.863 -1.330 -0.6 -2.9 -0.1
O -1.126 6.109 -1.296 0.1 0.3 -0.2
O -0.824 3.807 -0.361 0.7 1.5 -1.6
C -0.370 4.116 -3.166 0.9 0.2 2.2
H 1.619 3.573 -3.702 0.3 0.3 -0.6
H 0.947 5.098 -4.573 0.4 -0.8 -0.4
H 1.492 6.537 -2.977 -0.2 0.0 0.4
H 2.848 5.470 -2.810 0.0 -0.1 0.1
H 1.524 5.864 -0.416 0.1 0.1 -0.2
H 1.851 4.186 -0.972 -0.1 -0.1 0.2
H -1.262 4.333 -3.754 0.3 0.8 0.1
H -0.448 3.047 -2.969 0.3 0.0 0.1
C 2.481 -4.042 3.851 1.2 1.0 1.9
C 3.046 -3.507 2.539 -1.6 0.7 -0.5
C 3.904 -2.210 2.734 0.3 -1.4 1.4
S 3.268 -1.446 4.344 -0.6 -0.3 -2.4
O 2.513 -0.217 3.998 1.3 -1.5 0.9
O 4.339 -1.483 5.317 -0.7 0.4 -0.2
C 2.032 -2.772 4.654 0.0 0.1 -0.4
H 3.262 -4.549 4.418 0.3 0.1 0.2
H 1.746 -4.835 3.718 -0.4 0.5 -0.2
H 2.115 -3.279 2.019 0.2 0.3 -0.7
H 3.492 -4.361 2.029 0.6 0.5 -0.3
H 4.066 -1.451 1.969 -0.9 -0.2 -0.1
H 4.893 -2.618 2.942 0.2 0.4 0.5
H 1.119 -2.353 4.232 0.0 0.0 -0.1
H 1.906 -2.775 5.737 0.1 -0.6 0.0
```
Positions in Å, forces in eV/Å.

Output
LUMO = 0.29 eV
total charge = 0
energy = -107788.9726 eV
SMILES string = O=S1(=O)CCCC1.O=S1(=O)CCCC1.O=S1(=O)CCCC1.COC[C@H](C)N.CC(C)O.CC(C)O.CC(C)O.CC(C)O.CC(C)O.CC(C)O.CC(C)O.CC(C)O
gap between HOMO and LUMO = 9.85 eV